Here is C24H26ClN3Zr as an isolated structure in a non-equilibrium geometry from OMol25. Energies are from ωB97M-V/def2-TZVPD.

XYZ file:
```
55
Properties=species:S:1:pos:R:3:forces:R:3
C 0.2262 0.7402 -6.1890 0.077 0.248 -1.748
C 1.6091 1.2966 -6.5412 0.093 0.007 0.282
C 0.0089 -0.6004 -6.8974 -0.035 -0.144 0.256
C -0.8594 1.7357 -6.6093 -0.094 0.031 0.269
Cl 0.1226 0.4829 -4.3889 -0.013 -0.066 0.406
H 0.0563 -0.4627 -7.9832 0.025 0.163 0.193
H -0.9769 -1.0178 -6.6690 0.168 0.030 0.047
H 0.7864 -1.3235 -6.6312 -0.155 0.087 0.046
H 1.6812 1.4588 -7.6225 -0.187 -0.090 0.153
H 2.4053 0.5964 -6.2687 -0.128 0.120 0.054
H 1.7882 2.2632 -6.0596 -0.016 -0.183 0.015
H -0.8170 1.8981 -7.6915 0.130 -0.137 0.145
H -0.7160 2.7104 -6.1319 -0.050 -0.177 0.012
H -1.8605 1.3573 -6.3793 0.155 0.071 0.053
C 1.9296 -1.3642 0.7463 0.500 -0.311 -0.850
C 1.0547 -2.1214 -0.1132 0.871 0.378 -0.163
C 1.0117 -1.4546 -1.3854 0.905 0.165 0.289
H 0.6413 -3.1104 0.0889 0.016 0.408 0.013
C 1.8383 -0.2815 -1.2963 -0.139 -0.881 0.283
C 2.3788 -0.2045 0.0326 -0.234 -0.889 -0.255
H 3.0873 0.5443 0.4041 -0.380 -0.324 -0.164
H 2.3263 -1.7080 1.7019 -0.428 0.388 -0.206
H 0.5423 -1.8541 -2.2849 0.108 0.364 0.308
H 2.1291 0.3444 -2.1348 -0.424 0.147 0.165
C -2.1882 1.1673 0.2112 -0.296 -0.899 -0.103
C -2.3866 -0.0533 0.9465 -0.813 0.106 -0.825
C -2.1614 -1.1628 0.0542 -0.548 0.829 -0.204
H -2.7931 -0.1319 1.9565 0.501 0.040 -0.322
C -1.8618 -0.6248 -1.2461 -0.744 0.684 0.307
C -1.8880 0.8116 -1.1486 -0.368 -0.881 0.271
H -1.8459 1.4983 -1.9922 0.414 -0.163 0.210
H -2.3283 2.1850 0.5935 0.113 -0.494 -0.153
H -2.3607 -2.2119 0.2721 0.278 0.316 0.014
H -1.7684 -1.2067 -2.1653 0.133 0.338 0.377
Zr -0.0705 -0.0513 0.2824 0.462 0.763 1.276
N -0.0986 1.7423 11.3333 0.097 -0.684 -2.711
C -0.0502 1.4513 10.1995 -0.090 0.639 2.507
C 0.0269 1.0825 8.8081 0.036 -0.150 -0.307
C -0.7340 1.7823 7.8552 0.273 0.068 -0.210
C -0.6344 1.4451 6.5034 -0.054 -0.561 0.480
C 0.1029 0.3097 6.1585 0.222 0.451 1.044
C 0.8886 -0.3796 7.0833 -0.206 0.277 0.385
C 0.8697 0.0260 8.4182 -0.110 0.014 -0.164
N 0.0587 -0.1845 4.8401 0.239 -0.803 -1.767
C 0.3267 -1.5145 4.4765 -0.633 0.930 0.075
C 0.1530 -1.5842 3.1444 0.339 0.767 -0.351
N -0.0837 -0.3045 2.6326 -0.622 0.471 0.350
C -0.2153 0.5129 3.7085 0.806 -1.174 0.177
H -1.3996 2.5884 8.1730 0.357 -0.224 -0.103
H -1.1689 1.9995 5.7348 -0.123 -0.105 0.377
H 1.5093 -1.2216 6.7739 -0.164 0.313 0.176
H 1.4930 -0.4920 9.1557 -0.342 0.280 -0.289
H 0.5903 -2.2913 5.1631 -0.170 -0.024 0.290
H 0.2008 -2.4427 2.4979 0.099 -0.032 0.123
H -0.4354 1.5803 3.7801 0.152 -0.495 -0.535
```
Positions in Å, forces in eV/Å.

The total charge is +2. Its HOMO energy is -14.24 eV. As for the spin multiplicity: 1. As for the LUMO energy: -8.351 eV.

Here is the molecule C4H6N2 from OMol25. Energies are from ωB97M-V/def2-TZVPD.

XYZ file:
```
12
Properties=species:S:1:pos:R:3:forces:R:3
C 1.4802 -0.9532 -1.0229 0.014 0.035 0.014
C 0.4016 -0.2672 -0.2494 0.123 0.017 -0.163
C -0.2576 -0.9222 0.9582 -0.272 0.578 -0.119
N -1.1103 0.0317 1.2639 0.108 -0.294 0.065
C -1.0759 1.2082 0.3871 -0.040 0.062 0.005
N -0.0410 0.9013 -0.5544 0.029 -0.337 0.193
H 2.1635 -1.4651 -0.3392 -0.090 0.078 -0.092
H 2.0278 -0.2405 -1.6432 -0.092 -0.097 0.070
H 1.0395 -1.7201 -1.6708 0.046 0.087 0.114
H -0.8432 2.1194 0.9499 -0.020 -0.116 -0.056
H -1.7486 -0.0367 2.0456 0.082 0.000 -0.108
H -2.0361 1.3442 -0.1248 0.111 -0.011 0.077
```
Positions in Å, forces in eV/Å.

Its HOMO energy is -8.68 eV. As for the spin multiplicity: 1. As for the LUMO energy: 0.582 eV.

Here is C22H22N3O4ReTe as an isolated structure from OMol25. Energies are from ωB97M-V/def2-TZVPD.

XYZ file:
```
53
Properties=species:S:1:pos:R:3:forces:R:3
Re -0.5865 -0.6362 -0.5021 -0.192 0.249 -0.058
O -1.0685 -4.4915 -1.9217 0.077 -0.096 0.023
C -0.7141 -3.4933 -1.3513 0.026 -0.044 0.009
O -1.2005 -2.2975 -1.4994 -0.073 0.237 -0.017
C 0.3899 -3.4816 -0.3233 0.027 -0.166 -0.066
C 1.1017 -4.6140 0.0217 -0.088 0.042 -0.064
C 2.1093 -4.5083 0.9635 -0.012 0.012 -0.009
C 2.3599 -3.2668 1.5259 -0.043 0.178 -0.001
C 1.6024 -2.1780 1.1347 0.083 -0.134 0.076
N 0.6274 -2.2801 0.2201 0.021 0.201 0.119
H 0.8416 -5.5422 -0.4662 0.002 -0.022 -0.010
H 2.6893 -5.3719 1.2547 0.014 -0.036 0.005
H 3.1331 -3.1246 2.2665 0.020 -0.026 0.016
H 1.7591 -1.2013 1.5669 0.032 -0.026 0.035
O 1.6539 0.0677 -1.4239 -0.137 -0.070 0.147
C 1.6873 0.7314 -0.3904 0.100 -0.006 -0.173
N 0.5985 0.6573 0.4633 -0.011 -0.049 -0.054
C 0.8270 1.4971 1.5776 0.130 -0.080 0.023
O 0.0921 1.6317 2.5186 -0.015 0.077 -0.090
C 2.1604 2.1429 1.3416 -0.074 0.101 0.139
C 2.8425 3.0627 2.1129 -0.011 -0.061 -0.109
C 4.0784 3.4886 1.6376 0.077 0.006 -0.051
C 4.6048 3.0128 0.4358 -0.073 -0.007 0.061
C 3.9106 2.0901 -0.3391 -0.039 0.031 0.094
C 2.6845 1.6718 0.1441 0.049 -0.102 -0.050
H 2.4320 3.4337 3.0401 -0.026 0.007 0.054
H 4.6500 4.2059 2.2099 0.008 0.020 0.017
H 5.5697 3.3695 0.1072 0.046 0.022 -0.024
H 4.3090 1.7159 -1.2715 0.005 -0.015 -0.017
C -3.8652 -0.9232 -1.8919 -0.064 -0.052 0.098
C -3.0769 0.2731 -2.2339 -0.026 0.073 -0.095
C -3.5021 1.2671 -3.1698 0.074 0.067 0.042
C -2.4961 2.1760 -3.2691 -0.038 -0.096 0.018
C -1.4422 1.7196 -2.4197 -0.083 0.044 -0.065
C -0.1412 2.3946 -2.2609 -0.046 0.095 0.034
N -1.8182 0.5723 -1.7799 0.210 -0.429 0.326
H -4.7771 -0.9393 -2.4839 0.016 -0.023 -0.024
H -4.1657 -0.9323 -0.8388 0.039 0.035 -0.047
H -3.2860 -1.8324 -2.0661 -0.028 0.025 0.013
H -4.4503 1.2452 -3.6774 -0.054 0.050 -0.054
H -2.4460 3.0703 -3.8639 -0.035 0.065 -0.072
H -0.1084 3.2847 -2.8833 -0.003 0.017 -0.003
H 0.6713 1.7300 -2.5483 0.033 -0.016 -0.057
H 0.0201 2.6940 -1.2215 -0.006 -0.015 -0.015
C -3.2197 0.7925 1.7298 0.004 0.104 -0.043
Te -2.4351 -1.1284 1.3065 0.129 -0.040 -0.282
C -1.2800 -1.2448 3.0730 0.033 -0.075 0.113
H -4.0401 0.7013 2.4365 0.025 0.024 0.020
H -3.5805 1.2184 0.7949 -0.020 0.000 0.020
H -2.4115 1.4022 2.1292 -0.032 -0.019 0.004
H -0.6388 -0.3699 3.1494 -0.087 -0.057 -0.020
H -0.6939 -2.1599 3.0174 0.007 -0.012 0.038
H -1.9616 -1.3030 3.9182 0.029 -0.006 0.027
```
Positions in Å, forces in eV/Å.

The total charge is +1. Its HOMO energy (alpha / beta) is -10.56 / -10.56 eV. As for the expectation value of S²: 0.770. As for the spin multiplicity: 2. As for the LUMO energy (alpha / beta): -3.888 / -5.086 eV.

In kcal per mole, the energy above the lowest of the compared OMol25 structures with the same formula, charge and spin values for the records above are, in order, 0.0; 49.1; 19.2.